{"formula": "C7H6IN", "method": "ωB97M-V/def2-TZVPD", "homo_energy_ev": -8.9671, "relative_energy_kcal_mol": 89.6, "homo_lumo_gap_ev": 8.57, "symbols": ["C", "C", "C", "C", "C", "C", "C", "N", "I", "H", "H", "H", "H", "H", "H"], "positions_angstrom": [[1.84937, -0.81162, -1.04938], [1.68661, 0.22843, -1.92178], [-0.02836, 0.92805, -0.63181], [0.94972, -1.03767, -0.00084], [-0.20813, -0.21205, 0.16055], [-1.45069, -0.38913, 1.05564], [-1.47511, -0.08549, 2.43722], [0.72166, 1.07330, -1.69364], [1.30947, -2.80970, 1.17843], [2.54972, -1.58437, -1.29071], [2.18800, 0.26176, -2.81731], [-0.68659, 1.87252, -0.43821], [-2.39885, -0.15881, 0.58948], [-1.44344, -1.40252, 1.24958], [-0.40920, -0.08815, 2.76964]]}